No. 1
Computed, not measured: C25H41Cl3IrN3O3Si as an isolated structure, with ωB97M-V/def2-TZVPD.

Geometry as XYZ:
```
77
Properties=species:S:1:pos:R:3
C 1.299 2.142 -3.490
C 2.338 1.071 -3.355
H 1.736 3.116 -3.217
H 0.428 1.954 -2.845
H 0.951 2.228 -4.537
C 3.556 1.211 -3.911
C 4.026 2.434 -4.619
H 4.260 0.381 -3.910
H 3.779 3.342 -4.056
H 3.611 2.545 -5.630
H 5.114 2.385 -4.726
Ir -2.581 0.535 0.273
Cl -3.828 -0.566 -1.306
Cl -0.948 -0.812 -0.742
C -2.683 -2.240 1.228
O -2.639 -1.068 1.730
N -2.102 -3.297 1.796
C -1.484 -3.240 3.119
C -2.001 -4.570 1.082
H -3.263 -2.448 0.312
H -2.128 -2.690 3.819
H -0.475 -2.795 3.098
H -1.384 -4.278 3.451
H -2.891 -4.713 0.458
H -1.943 -5.358 1.837
H -1.101 -4.621 0.447
H -2.090 5.459 1.159
H 0.135 2.745 0.140
C -1.312 5.130 1.864
C 0.309 3.457 0.959
N -0.955 3.736 1.653
H -1.699 5.250 2.884
C -1.732 2.813 2.212
O -1.705 1.568 1.947
H 1.070 3.080 1.660
H -2.433 3.170 2.991
H -0.425 5.752 1.721
H 0.646 4.404 0.527
O 1.509 0.292 -1.279
C 1.907 -0.166 -2.591
C 4.200 -1.141 -2.083
C 2.904 -1.312 -2.573
H 4.527 -0.136 -1.797
C 5.050 -2.245 -1.960
H 0.987 -0.496 -3.101
C 2.498 -2.561 -3.067
H 6.038 -2.105 -1.521
C 4.651 -3.496 -2.449
C 3.366 -3.653 -2.990
H 1.497 -2.658 -3.508
H 5.347 -4.333 -2.397
H 3.045 -4.624 -3.378
Si 1.156 -0.683 0.115
Cl -1.647 2.148 -1.196
C 3.040 -0.758 0.751
C 1.110 -2.608 -0.045
C 0.766 0.051 1.812
H 3.557 -1.644 0.371
H 3.126 -0.772 1.845
H 3.549 0.142 0.384
H 0.154 0.949 1.738
H 1.651 0.331 2.406
H 0.213 -0.694 2.398
H 2.083 -3.022 -0.364
H 0.354 -2.989 -0.758
H 0.882 -3.015 0.957
C -5.622 1.396 3.681
C -5.704 0.173 3.008
C -5.089 0.048 1.760
N -4.248 1.022 1.314
C -4.509 2.286 1.738
C -5.062 2.485 3.010
H -6.025 1.515 4.690
H -6.224 -0.693 3.431
H -5.209 -0.823 1.116
H -4.248 3.098 1.049
H -5.036 3.480 3.458
```

Its multiplicity is 5. For the HOMO-LUMO gap (spin up / spin down), the calculation gives 5.82 / 5.38 eV.

No. 2
Computed, not measured: C12H18BrClDyNO4S3 as an isolated structure, with ωB97M-V/def2-TZVPD.

Geometry as XYZ:
```
41
Properties=species:S:1:pos:R:3
Dy 0.899 0.857 0.669
C -2.184 -1.293 0.115
C -1.302 -2.379 0.710
S 0.512 -2.002 0.728
C 0.974 -2.291 2.489
C 0.204 -1.548 3.565
S 0.222 0.294 3.407
C -1.561 0.738 3.586
C -2.529 0.132 2.586
S -2.036 0.399 0.825
H -1.968 -1.145 -0.945
H -3.232 -1.590 0.207
H -1.595 -2.626 1.728
H -1.411 -3.278 0.101
H 0.881 -3.366 2.655
H 2.034 -2.025 2.512
H -0.836 -1.863 3.624
H 0.677 -1.768 4.524
H -1.865 0.474 4.602
H -1.559 1.826 3.500
H -2.666 -0.937 2.722
H -3.499 0.619 2.708
C 0.610 -0.251 -5.279
C 0.505 0.692 -4.135
C 0.401 2.070 -4.327
C 0.277 2.919 -3.235
C 0.271 2.344 -1.983
Br 0.103 3.432 -0.367
N 0.370 1.030 -1.742
C 0.490 0.233 -2.817
H 0.656 0.283 -6.224
H -0.254 -0.915 -5.299
H 1.498 -0.875 -5.184
H 0.415 2.480 -5.326
H 0.188 3.987 -3.357
H 0.569 -0.827 -2.607
O 4.555 1.535 1.288
Cl 3.241 1.256 1.067
O 2.793 -0.021 1.580
O 2.848 1.207 -0.322
O 2.304 2.188 1.652
```

Its total charge is +2. Its multiplicity is 6. For the HOMO-LUMO gap (spin up / spin down), the calculation gives 7.69 / 9.61 eV.

Calculated energy above the lowest of the compared OMol25 structures with the same formula, charge and spin (kJ/mol), listed in the same order as above: 286.5 177.1
Calculated DFT total energy (eV), listed in the same order as above: -85483.63764 -161548.69284